Entry 1:
{
  "formula": "C19H27IrN2O2S5",
  "method": "ωB97M-V with the def2-TZVPD basis set",
  "elements": ["Ir", "C", "C", "S", "C", "C", "S", "C", "C", "S", "C", "C", "S", "H", "H", "H", "H", "H", "H", "H", "H", "H", "H", "H", "H", "H", "H", "H", "H", "S", "C", "C", "C", "C", "C", "C", "C", "C", "C", "N", "H", "H", "H", "H", "H", "H", "N", "C", "C", "O", "O", "H", "H", "H", "H", "H"],
  "coordinates": [[-0.1074, -0.0762, -0.1553], [0.0640, -1.5735, -3.3157], [-0.5171, -0.2313, -3.6924], [-1.4630, 0.4378, -2.2894], [-1.4252, 2.1919, -2.7472], [-1.9868, 2.9808, -1.5858], [-1.2040, 2.5344, -0.0175], [0.3099, 3.5432, 0.0068], [1.4427, 3.1095, -0.9081], [1.9786, 1.4076, -0.5374], [2.5383, 0.8012, -2.1543], [2.5477, -0.7166, -2.1241], [0.9605, -1.5252, -1.7454], [0.7401, -1.9576, -4.0804], [-0.7133, -2.3233, -3.1649], [-1.2194, -0.3398, -4.5212], [0.2488, 0.4838, -3.9848], [-2.0489, 2.3157, -3.6348], [-0.4053, 2.4719, -2.9993], [-3.0439, 2.7561, -1.4372], [-1.8986, 4.0562, -1.7450], [0.6253, 3.5440, 1.0499], [0.0047, 4.5657, -0.2236], [2.2981, 3.7653, -0.7422], [1.1735, 3.1795, -1.9594], [3.5533, 1.1566, -2.3345], [1.8900, 1.2014, -2.9310], [3.2191, -1.0774, -1.3446], [2.8944, -1.1371, -3.0693], [-3.8132, -1.8427, 1.6533], [-3.6045, -2.5902, 0.1445], [-2.4984, -2.1464, -0.5307], [-1.7907, -1.1679, 0.1944], [-2.3898, -0.9080, 1.4123], [-1.7308, -0.0138, 2.3199], [-2.1203, 0.2942, 3.6256], [-1.3110, 1.0872, 4.4079], [-0.0924, 1.5434, 3.8925], [0.2348, 1.2256, 2.5990], [-0.5870, 0.5064, 1.8123], [-4.3253, -3.3228, -0.1853], [-2.2457, -2.5179, -1.5147], [-3.0475, -0.1119, 4.0068], [-1.6008, 1.3345, 5.4204], [0.5866, 2.1360, 4.4885], [1.1777, 1.5311, 2.1642], [2.0609, -4.0273, 2.8061], [2.3609, -2.6484, 2.2987], [1.1391, -2.2215, 1.4578], [1.3142, -1.0496, 0.9096], [0.1770, -2.9456, 1.4102], [2.6853, -4.7398, 2.4247], [1.0880, -4.2248, 2.4901], [2.1042, -4.0978, 3.8242], [3.2775, -2.6537, 1.7156], [2.4952, -1.9728, 3.1403]],
  "forces_ev_per_angstrom": [[0.633, 0.477, -1.073], [-0.033, 0.071, 0.069], [-0.032, -0.042, 0.000], [-0.015, 0.008, 0.353], [0.000, -0.075, -0.044], [0.005, -0.034, 0.097], [-0.056, 0.270, 0.101], [-0.064, -0.081, -0.005], [0.063, -0.014, -0.043], [-0.330, -0.050, 0.110], [0.006, -0.031, 0.022], [-0.019, 0.067, -0.026], [-0.282, -0.075, 0.082], [0.023, 0.019, 0.006], [0.013, 0.002, -0.005], [-0.013, 0.021, 0.012], [0.003, 0.000, 0.001], [-0.003, -0.072, -0.007], [-0.005, 0.033, -0.004], [-0.008, 0.014, -0.012], [0.047, -0.003, 0.026], [-0.012, -0.003, 0.016], [0.021, 0.000, -0.026], [0.012, -0.010, -0.014], [0.003, -0.012, -0.001], [-0.005, 0.032, 0.028], [0.005, 0.004, -0.007], [0.013, -0.008, -0.007], [-0.008, 0.023, -0.012], [0.180, 0.125, 0.054], [0.000, 0.017, -0.056], [-0.063, -0.078, -0.231], [0.117, -0.151, 0.499], [-0.052, 0.084, -0.274], [-0.069, -0.040, 0.057], [0.013, -0.013, -0.011], [0.030, -0.028, -0.063], [-0.020, -0.007, -0.009], [0.084, 0.141, 0.038], [-0.211, -0.248, -0.193], [0.010, -0.003, -0.023], [0.011, -0.038, 0.060], [-0.001, 0.012, 0.018], [-0.013, 0.006, -0.001], [0.001, -0.004, 0.005], [-0.019, 0.007, -0.004], [-0.045, 0.001, 0.012], [-0.117, -0.015, -0.093], [0.327, 0.268, 0.341], [-0.013, -0.416, 0.380], [-0.104, -0.120, -0.102], [-0.008, -0.003, -0.027], [0.049, -0.034, 0.027], [-0.006, 0.011, -0.001], [-0.008, -0.025, -0.029], [-0.031, 0.018, -0.010]],
  "e_above_lowest_kcal_mol": 18.6,
  "max_force_ev_per_a": 1.33,
  "gap_ev": [6.82, 5.21],
  "spin_multiplicity": 2,
  "total_charge": 3
}

Entry 2:
{
  "formula": "C3H4ClNOS",
  "method": "ωB97M-V with the def2-TZVPD basis set",
  "elements": ["C", "C", "C", "N", "O", "S", "Cl", "H", "H", "H", "H"],
  "coordinates": [[0.8494, -2.1383, 0.3675], [-0.1729, 0.1921, -0.7550], [0.9400, -0.7509, 0.1912], [0.5524, -3.2517, 0.4891], [3.4899, -1.2509, -0.0638], [2.5308, -0.3132, -0.6006], [2.6622, 1.4756, 0.4058], [-0.4021, -0.1582, -1.7703], [-1.0046, 0.5312, -0.0892], [0.5282, 1.0363, -0.8745], [0.9515, -0.2463, 1.1346]],
  "forces_ev_per_angstrom": [[-1.637, -2.765, -0.171], [2.112, -0.565, 1.896], [-1.479, 3.108, -2.049], [0.691, 1.104, -0.066], [0.539, -0.168, 0.116], [0.016, -0.575, -0.383], [0.321, 0.662, 0.310], [-0.202, -0.404, 0.746], [0.560, -0.639, -0.905], [-0.882, 0.109, -0.151], [-0.039, 0.134, 0.657]],
  "e_above_lowest_kcal_mol": 39.6,
  "max_force_ev_per_a": 4.01,
  "gap_ev": 10.21
}

Entry 3:
{
  "formula": "C28H57AgN3O6",
  "method": "ωB97M-V with the def2-TZVPD basis set",
  "elements": ["Ag", "C", "O", "O", "O", "C", "C", "C", "C", "C", "C", "N", "O", "C", "C", "C", "H", "H", "H", "H", "H", "H", "H", "H", "H", "H", "H", "H", "H", "H", "H", "H", "H", "H", "H", "C", "C", "C", "C", "C", "C", "N", "O", "C", "C", "C", "H", "H", "H", "H", "H", "H", "H", "H", "H", "H", "H", "H", "H", "H", "H", "H", "H", "H", "H", "C", "C", "C", "C", "C", "C", "N", "O", "C", "C", "C", "H", "H", "H", "H", "H", "H", "H", "H", "H", "H", "H", "H", "H", "H", "H", "H", "H", "H", "H"],
  "coordinates": [[0.1875, 1.7568, 1.4881], [3.6648, 3.1006, 1.4521], [3.3266, 2.2542, 2.2462], [2.6955, 3.5847, 0.8458], [4.2941, 4.0477, 1.8765], [3.6425, -4.8520, 1.3390], [4.7487, -3.7867, 1.1703], [6.0713, -4.4972, 0.8638], [6.1789, -5.0685, -0.5100], [5.9911, -3.9232, -1.6000], [4.6088, -3.1275, -1.3600], [4.5082, -2.7571, 0.1090], [3.3756, -1.9848, 0.3681], [4.7419, -1.8587, -2.1980], [3.4770, -3.9971, -1.9652], [4.8879, -3.1024, 2.5687], [3.4690, -5.3906, 0.4074], [2.7002, -4.3644, 1.5885], [3.8657, -5.6781, 2.0142], [6.8585, -3.7491, 0.9579], [6.3252, -5.2503, 1.6098], [5.5044, -5.9085, -0.6757], [7.2029, -5.4346, -0.5849], [5.8585, -4.4422, -2.5493], [6.8694, -3.3032, -1.7798], [4.8075, -2.0554, -3.2681], [3.8839, -1.2015, -2.0563], [5.5189, -1.1868, -1.8333], [2.6484, -3.9418, -1.2591], [3.1065, -3.7248, -2.9534], [3.6755, -5.0679, -2.0094], [5.6487, -2.3582, 2.3334], [5.4253, -3.6679, 3.3299], [3.9641, -2.7720, 3.0435], [3.6961, -1.1860, 0.7934], [-3.1182, 6.6001, -1.6960], [-3.4665, 5.1687, -2.1765], [-4.0981, 5.2634, -3.6204], [-3.1141, 5.4380, -4.7787], [-2.1147, 4.2280, -4.6359], [-1.3671, 4.1536, -3.2756], [-2.2544, 4.3815, -2.1154], [-1.5714, 4.3580, -0.9419], [-0.7794, 2.7618, -3.2888], [-0.2118, 5.2534, -3.3942], [-4.5017, 4.4404, -1.2357], [-2.3964, 6.9960, -2.4104], [-2.6863, 6.5650, -0.6959], [-3.9768, 7.2715, -1.7137], [-4.7645, 4.4044, -3.6996], [-4.7815, 6.1053, -3.5099], [-2.6650, 6.4258, -4.6747], [-3.5466, 5.4148, -5.7790], [-1.3192, 4.2851, -5.3789], [-2.6222, 3.2821, -4.8252], [-0.3448, 2.5932, -2.3034], [-1.5552, 2.0117, -3.4424], [-0.0923, 2.6109, -4.1214], [0.3358, 5.1560, -4.3316], [-0.7621, 6.1847, -3.5279], [0.4088, 5.2207, -2.4986], [-5.4719, 4.9310, -1.3138], [-4.1686, 4.3325, -0.2034], [-4.7400, 3.4091, -1.4958], [-1.0877, 5.1862, -0.9842], [-2.2173, -1.2994, 0.1722], [-2.9001, -1.7590, 1.4667], [-2.3448, -3.1902, 1.7555], [-2.5375, -3.6135, 3.2869], [-1.9996, -2.5802, 4.2040], [-2.5578, -1.1351, 3.9483], [-2.5585, -0.7332, 2.5394], [-2.8897, 0.5303, 2.2656], [-3.9241, -1.0405, 4.5973], [-1.6639, -0.1229, 4.6882], [-4.4312, -1.8679, 1.4253], [-2.2133, -2.1345, -0.5283], [-1.1946, -0.9520, 0.3186], [-2.8112, -0.4841, -0.2410], [-2.8574, -4.0243, 1.2763], [-1.2878, -3.3408, 1.5363], [-1.8908, -4.4839, 3.3974], [-3.5397, -3.9211, 3.5855], [-0.9250, -2.4852, 4.0481], [-2.1617, -2.8734, 5.2413], [-4.4418, -0.1426, 4.2601], [-4.5871, -1.8312, 4.2462], [-3.8438, -1.2662, 5.6607], [-0.6612, 0.0556, 4.2997], [-2.2021, 0.8246, 4.6654], [-1.5821, -0.4248, 5.7323], [-4.8560, -2.6234, 2.0862], [-4.7575, -2.2165, 0.4454], [-4.9089, -0.9106, 1.6340], [-3.8493, 0.5078, 2.2521]],
  "forces_ev_per_angstrom": [[0.988, 0.649, -0.293], [-3.627, 1.851, 5.186], [0.797, -7.742, 2.019], [-5.057, 0.966, -6.748], [6.848, 4.175, -0.244], [-0.453, -0.060, -1.278], [-0.704, -1.172, 1.117], [0.113, 0.877, 0.369], [0.640, 1.243, -1.296], [-1.624, -1.331, 0.896], [1.915, -0.553, -0.417], [1.499, -0.840, -0.542], [-0.857, -0.511, -0.095], [-0.773, 1.093, 0.776], [-0.786, -0.267, 1.292], [1.123, 0.228, -1.063], [-0.086, 0.136, -0.323], [-0.021, -0.106, 0.219], [0.251, 0.475, 0.574], [0.166, 0.228, 0.013], [-0.426, -0.079, 0.211], [-0.129, 0.088, -0.112], [0.018, -0.325, -0.316], [-0.118, 0.053, -0.210], [-0.068, 0.283, 0.767], [0.299, -0.164, 0.117], [-0.515, -0.277, -0.117], [0.584, -0.439, -0.172], [-0.390, 0.221, -0.226], [0.274, 0.412, 0.067], [0.493, -0.048, 0.048], [-0.533, 1.026, 0.466], [-0.218, -0.869, -0.267], [0.108, 0.445, -0.482], [0.167, 0.346, 0.029], [-0.430, -0.364, -0.271], [-0.276, -0.072, 0.658], [-0.257, -0.016, 1.050], [0.520, -1.398, 0.936], [-0.320, 1.441, 0.179], [0.171, 1.119, -1.549], [-0.329, -2.171, -3.503], [0.182, 0.436, 0.877], [-0.082, -0.361, 0.973], [-1.670, -0.713, 0.240], [-0.090, 0.427, -0.420], [0.142, 0.171, 0.168], [-0.052, 0.189, -0.030], [-0.105, -0.052, 0.206], [0.258, -0.303, -0.505], [-0.065, 0.200, -0.283], [0.467, -0.119, -0.040], [-0.409, -0.054, 0.152], [-0.076, 0.035, -0.170], [-0.405, 0.115, 0.087], [0.489, -0.341, -0.225], [-0.252, 0.041, 0.221], [0.377, 0.258, 0.267], [0.355, -0.429, 0.329], [0.345, 0.365, 0.465], [0.265, 0.297, -0.271], [-0.045, 0.415, 0.419], [0.097, 0.631, 0.029], [0.522, -0.087, -0.717], [0.694, 0.278, 0.791], [-1.134, 0.208, -0.080], [0.451, -0.026, 0.855], [-0.598, -0.259, 2.916], [0.831, -0.232, -1.424], [0.435, 1.769, -0.569], [0.533, 0.250, 0.755], [2.787, -4.989, -0.095], [-0.773, 1.209, -0.371], [-0.849, -0.981, -0.629], [-0.535, 0.182, 0.333], [-0.116, -0.339, -0.997], [-0.037, 0.068, -0.172], [-0.091, -0.092, 0.270], [0.231, 0.120, -0.304], [-0.342, 0.600, -0.897], [0.088, 0.551, -0.080], [-0.218, -0.367, 0.105], [-0.229, 0.118, -0.426], [0.207, -0.183, 0.049], [-0.039, 0.317, 0.140], [0.075, 0.426, 0.877], [0.045, -0.317, -0.262], [-0.157, 0.908, 0.174], [-0.093, -0.355, -0.320], [0.223, 0.190, 0.116], [0.057, 0.001, 0.113], [0.335, 0.171, 0.427], [-0.066, 0.284, -0.299], [-0.179, 0.007, -0.128], [-0.765, 0.815, -0.105]],
  "max_force_ev_per_a": 8.49,
  "gap_ev": 3.70,
  "total_charge": -1
}

Entry 4:
{
  "formula": "CH4N2O2",
  "method": "ωB97M-V with the def2-TZVPD basis set",
  "elements": ["N", "C", "O", "O", "N", "H", "H", "H", "H"],
  "coordinates": [[-0.9584, 0.5773, -0.2129], [0.0543, -0.1125, 0.3746], [-2.1607, -0.1455, -0.2850], [2.2469, -0.4406, 0.4738], [1.1621, -0.0018, -0.3117], [-2.8139, 0.4812, 0.0715], [3.0040, -0.3362, -0.1264], [-0.3722, 0.8434, -1.1252], [-0.1620, -0.8654, 1.1413]],
  "forces_ev_per_angstrom": [[1.462, 1.414, -1.360], [1.456, -1.472, -1.326], [-0.135, 0.225, -0.410], [0.407, -0.078, -0.572], [-0.755, -0.192, 2.085], [0.315, -0.288, -0.234], [-0.382, -0.104, 0.296], [-2.746, -0.270, 1.246], [0.379, 0.764, 0.273]],
  "e_above_lowest_kcal_mol": 87.2,
  "max_force_ev_per_a": 3.03,
  "gap_ev": 9.67
}

Entry 5:
{
  "formula": "C6H6",
  "method": "ωB97M-V with the def2-TZVPD basis set",
  "elements": ["C", "C", "C", "C", "C", "C", "H", "H", "H", "H", "H", "H"],
  "coordinates": [[-1.0773, -0.9786, -0.5638], [-0.3541, -0.0067, 0.4630], [0.9761, -0.5715, 0.3503], [1.9582, -1.0897, -0.1046], [-0.2143, 1.4860, 0.3336], [0.0735, 2.6600, 0.4040], [-0.6824, -0.9516, -1.5911], [-0.9223, -2.0332, -0.2552], [-2.1264, -0.7323, -0.5414], [-0.8086, -0.1568, 1.4560], [2.9326, -1.3709, -0.3982], [0.3365, 3.7051, 0.4221]],
  "forces_ev_per_angstrom": [[-0.389, 0.544, 0.139], [0.124, -0.399, -0.197], [0.966, -0.138, 0.017], [0.185, 0.445, 0.518], [-0.062, 0.204, -0.252], [-0.305, -0.800, -0.230], [-0.080, 0.545, 0.483], [-0.158, 0.824, 0.250], [-0.526, -0.166, -0.317], [0.218, -0.205, -0.312], [0.220, -0.321, -0.103], [-0.193, -0.532, 0.005]],
  "e_above_lowest_kcal_mol": 103.0,
  "max_force_ev_per_a": 0.98,
  "gap_ev": 10.87
}

Entry 6:
{
  "formula": "C8H9ClN2O3",
  "method": "ωB97M-V with the def2-TZVPD basis set",
  "elements": ["C", "C", "C", "C", "C", "C", "C", "C", "N", "N", "O", "O", "O", "Cl", "H", "H", "H", "H", "H", "H", "H", "H", "H"],
  "coordinates": [[0.3946, -2.4929, -1.6363], [-0.5919, -3.2097, -1.0722], [0.5187, -1.1790, -1.1771], [-1.0811, -1.5837, 0.6334], [-0.7932, 1.5893, 0.8757], [-0.0840, 2.9983, 0.7513], [1.7677, 2.3293, -0.4596], [0.1672, 0.3920, 0.6835], [-1.3004, -2.8958, 0.0265], [-0.1942, -0.7691, -0.0258], [1.3632, -0.4511, -1.6267], [-1.6646, -1.3171, 1.6339], [0.6490, 3.0941, -0.4480], [0.9939, -0.0159, 2.1823], [0.9813, -2.9325, -2.4979], [-0.9207, -4.2420, -1.3237], [-1.2542, 1.6313, 1.8308], [-1.6296, 1.5252, 0.0753], [-0.6828, 3.7761, 0.5691], [0.5894, 3.0014, 1.6122], [2.6398, 2.4620, 0.2863], [1.9102, 1.8176, -1.4599], [-1.7782, -3.5278, 0.5670]],
  "forces_ev_per_angstrom": [[-1.359, -2.551, -1.361], [-0.448, -3.253, -0.002], [2.269, 1.209, 0.489], [-0.883, -2.663, -0.858], [-0.274, -0.116, -3.172], [2.240, -3.990, 0.081], [0.030, -1.307, -0.844], [0.148, 2.679, 0.913], [2.049, 5.331, -0.620], [-0.794, -0.340, -0.191], [0.432, 1.124, -0.697], [-0.542, 0.601, 1.038], [1.824, -0.966, -0.134], [0.333, 0.118, -0.071], [-0.834, 1.087, 1.235], [0.967, 0.673, -0.640], [-0.458, -0.450, 0.987], [1.338, 0.036, 1.224], [-3.016, 2.896, 0.803], [-0.063, 0.783, 0.095], [-1.799, -0.122, -1.000], [0.229, 0.841, 1.519], [-1.389, -1.618, 1.207]],
  "e_above_lowest_kcal_mol": 41.4,
  "max_force_ev_per_a": 5.74,
  "gap_ev": [7.31, 8.93]
}

What did the second record say?
{
  "formula": "C3H4ClNOS",
  "method": "ωB97M-V with the def2-TZVPD basis set",
  "elements": ["C", "C", "C", "N", "O", "S", "Cl", "H", "H", "H", "H"],
  "coordinates": [[0.8494, -2.1383, 0.3675], [-0.1729, 0.1921, -0.7550], [0.9400, -0.7509, 0.1912], [0.5524, -3.2517, 0.4891], [3.4899, -1.2509, -0.0638], [2.5308, -0.3132, -0.6006], [2.6622, 1.4756, 0.4058], [-0.4021, -0.1582, -1.7703], [-1.0046, 0.5312, -0.0892], [0.5282, 1.0363, -0.8745], [0.9515, -0.2463, 1.1346]],
  "forces_ev_per_angstrom": [[-1.637, -2.765, -0.171], [2.112, -0.565, 1.896], [-1.479, 3.108, -2.049], [0.691, 1.104, -0.066], [0.539, -0.168, 0.116], [0.016, -0.575, -0.383], [0.321, 0.662, 0.310], [-0.202, -0.404, 0.746], [0.560, -0.639, -0.905], [-0.882, 0.109, -0.151], [-0.039, 0.134, 0.657]],
  "e_above_lowest_kcal_mol": 39.6,
  "max_force_ev_per_a": 4.01,
  "gap_ev": 10.21
}